{
  "formula": "C43H52F5O6PS",
  "method": "wB97M-V/def2-TZVPD",
  "lumo_ev": 0.4917,
  "orbital_gap_ev": 9.57,
  "molar_mass_g_mol": 822.914,
  "e_homo_ev": -9.08,
  "total_energy_ev": -91430.6029,
  "symbols": ["C", "C", "C", "C", "C", "C", "C", "C", "O", "C", "C", "C", "C", "C", "P", "O", "O", "O", "S", "O", "O", "H", "H", "H", "H", "H", "H", "H", "H", "H", "H", "H", "H", "H", "H", "H", "H", "H", "H", "H", "H", "H", "H", "H", "H", "H", "H", "H", "F", "C", "C", "C", "C", "C", "C", "H", "H", "H", "H", "H", "F", "C", "C", "C", "C", "C", "C", "H", "H", "H", "H", "H", "F", "C", "C", "C", "C", "C", "C", "H", "H", "H", "H", "H", "F", "C", "C", "C", "C", "C", "C", "H", "H", "H", "H", "H", "F", "C", "C", "C", "C", "C", "C", "H", "H", "H", "H", "H"],
  "coordinates": [[9.1314, -0.7293, -0.3475], [8.5273, 0.0321, -1.5507], [7.0783, -0.3621, -1.8294], [6.0983, 0.1136, -0.7469], [4.8185, -0.7534, -0.6743], [4.4219, -1.1894, 0.7451], [4.1199, -0.0388, 1.7034], [2.8677, 0.7968, 1.4110], [2.3619, 0.5575, 0.1204], [0.9510, 0.4922, 0.0695], [0.5349, -0.1610, -1.2504], [5.5880, -1.9957, 1.3754], [5.9644, -3.2650, 0.6280], [4.7639, -4.2216, 0.5152], [5.0241, -5.9447, 1.2456], [6.1769, -5.6290, 2.3622], [5.9118, -6.5942, 0.0203], [3.6160, -3.7320, 1.2270], [3.0253, -2.3546, 0.6465], [2.6765, -2.5584, -0.7271], [1.9871, -2.0004, 1.5595], [10.0760, -1.1899, -0.6304], [9.3570, -0.0344, 0.4619], [8.4496, -1.4937, 0.0235], [9.1061, -0.2513, -2.4338], [8.6454, 1.1102, -1.4444], [7.0392, -1.4423, -1.9860], [6.7797, 0.1054, -2.7717], [5.7834, 1.1172, -1.0406], [6.5952, 0.2278, 0.2162], [4.0057, -0.2112, -1.1506], [4.9623, -1.6422, -1.2893], [5.0055, 0.5980, 1.7051], [4.0388, -0.4612, 2.7061], [3.1142, 1.8556, 1.5532], [2.1102, 0.5655, 2.1639], [0.4963, 1.4865, 0.1120], [0.5554, -0.0835, 0.9081], [1.4339, -0.5561, -1.7302], [0.1133, 0.5645, -1.9441], [-0.1262, -1.0109, -1.0986], [6.4526, -1.3592, 1.5490], [5.2338, -2.2994, 2.3667], [6.8120, -3.7221, 1.1447], [6.3308, -3.0604, -0.3788], [4.5044, -4.3785, -0.5351], [6.2595, -4.6950, 2.5793], [5.7080, -6.1943, -0.8301], [-1.0554, 1.6416, 2.1249], [-2.1985, 1.9340, 1.4606], [-3.2717, 1.0746, 1.5770], [-4.4416, 1.3769, 0.8944], [-4.5141, 2.5180, 0.1070], [-3.4182, 3.3645, 0.0038], [-2.2464, 3.0765, 0.6895], [-3.1880, 0.1878, 2.1917], [-5.2953, 0.7234, 0.9770], [-5.4287, 2.7463, -0.4249], [-3.4725, 4.2524, -0.6060], [-1.3823, 3.7252, 0.6305], [-7.5255, 0.6216, 0.6293], [-7.9709, -0.5789, 0.1928], [-9.1459, -1.0875, 0.7058], [-9.5887, -2.3204, 0.2478], [-8.8542, -3.0228, -0.6984], [-7.6728, -2.4884, -1.1936], [-7.2250, -1.2531, -0.7514], [-9.6977, -0.5265, 1.4480], [-10.5106, -2.7335, 0.6343], [-9.2015, -3.9860, -1.0471], [-7.0920, -3.0314, -1.9265], [-6.3097, -0.8159, -1.1301], [-4.5577, -3.4762, -2.1698], [-3.9912, -2.6733, -3.0956], [-3.1208, -1.6870, -2.6774], [-2.5427, -0.8640, -3.6324], [-2.8450, -1.0318, -4.9770], [-3.7263, -2.0289, -5.3704], [-4.3060, -2.8634, -4.4255], [-2.9036, -1.5704, -1.6236], [-1.8534, -0.0912, -3.3225], [-2.3927, -0.3858, -5.7174], [-3.9656, -2.1598, -6.4172], [-4.9906, -3.6513, -4.7097], [-3.4435, 6.6111, -0.6508], [-3.8506, 7.1049, -1.8408], [-3.8905, 8.4736, -2.0108], [-4.3060, 8.9800, -3.2334], [-4.6789, 8.1203, -4.2574], [-4.6329, 6.7476, -4.0600], [-4.2124, 6.2284, -2.8440], [-3.6012, 9.1246, -1.1970], [-4.3382, 10.0503, -3.3855], [-5.0050, 8.5204, -5.2079], [-4.9260, 6.0751, -4.8548], [-4.1643, 5.1611, -2.6749], [1.3072, 0.3576, 8.0998], [0.5862, -0.1615, 7.0834], [0.3690, 0.6076, 5.9582], [-0.3696, 0.0688, 4.9140], [-0.8807, -1.2183, 5.0129], [-0.6512, -1.9705, 6.1564], [0.0913, -1.4440, 7.2036], [0.7728, 1.6100, 5.9065], [-0.5435, 0.6530, 4.0224], [-1.4552, -1.6357, 4.1967], [-1.0503, -2.9728, 6.2354], [0.2884, -2.0146, 8.1011]],
  "lowdin_charge": [-0.096, -0.254, -0.220, -0.170, -0.148, -0.426, -0.111, -0.195, -0.173, -0.264, -0.048, -0.148, -0.163, -0.440, 0.890, -0.281, -0.282, -0.270, 0.693, -0.247, -0.230, 0.067, 0.069, 0.052, 0.099, 0.105, 0.102, 0.113, 0.119, 0.095, 0.111, 0.103, 0.119, 0.127, 0.127, 0.113, 0.107, 0.100, 0.068, 0.062, 0.073, 0.118, 0.128, 0.105, 0.106, 0.112, 0.037, 0.046, 0.028, -0.282, -0.008, -0.074, -0.079, -0.072, -0.012, 0.116, 0.083, 0.104, 0.072, 0.120, 0.040, -0.282, -0.018, -0.083, -0.091, -0.076, -0.013, 0.117, 0.104, 0.101, 0.094, 0.113, 0.047, -0.290, -0.015, -0.077, -0.093, -0.084, -0.020, 0.115, 0.092, 0.101, 0.104, 0.117, 0.048, -0.281, -0.017, -0.082, -0.096, -0.081, -0.018, 0.118, 0.105, 0.101, 0.105, 0.108, 0.050, -0.290, -0.015, -0.075, -0.089, -0.083, -0.021, 0.116, 0.080, 0.100, 0.104, 0.116]
}